No. 1
A cluster of 5 separate species, C5H19NO6 in total at a distorted geometry. Source: the Open Molecules 2025 dataset; level of theory: wB97M-V/def2-TZVPD.

The multiplicity is 1. The largest force on an atom is 0.05822 hartree/bohr. As for the total energy: -708.0878 Eh. For the molecular weight, the calculation gives 189.2 g/mol. The value obtained for the relative energy (zero: lowest compared OMol25 entry of this formula, charge and spin) is 39.5 kcal per mole. The value obtained for the HOMO-LUMO gap is 10.11 eV. Its SMILES is CN(C)C(=O)CCO.O.O.O.O. As for the total charge: 0. Its LUMO energy is 0.59 eV.

Atoms and positions in Å:
C -2.106 1.472 0.976
N -1.720 0.128 0.538
C -2.505 -0.476 -0.517
C -0.783 -0.475 1.311
O -0.188 0.144 2.190
C -0.370 -1.902 0.952
C 0.841 -1.793 0.008
O 1.623 -0.623 0.169
H -2.504 1.965 0.090
H -2.708 1.490 1.885
H -1.199 2.017 1.251
H -2.698 0.256 -1.296
H -3.457 -0.915 -0.202
H -1.977 -1.317 -0.957
H 0.101 -2.453 1.775
H -1.240 -2.477 0.646
H 1.435 -2.699 -0.157
H 0.535 -1.616 -1.032
H 1.950 -0.381 1.065
O -0.546 -0.331 -2.628
H -0.180 0.555 -2.801
H -1.082 -0.611 -3.372
O 1.402 1.834 -0.795
H 0.784 1.654 -0.074
H 2.050 1.134 -0.593
O 2.600 -0.395 2.692
H 1.789 0.075 2.927
H 2.451 -1.345 2.722
O 0.902 1.845 -3.536
H 0.931 1.752 -2.566
H 1.652 1.467 -3.996



No. 2
A cluster of 2 separate species, C3H3NO2 in total at a distorted geometry. Source: the Open Molecules 2025 dataset; level of theory: wB97M-V/def2-TZVPD.

The multiplicity is 1. The largest force on an atom is 0.05992 hartree/bohr. As for the total energy: -321.1767 Eh. For the molecular weight, the calculation gives 85.1 g/mol. The value obtained for the relative energy (zero: lowest compared OMol25 entry of this formula, charge and spin) is 126.1 kcal per mole. The value obtained for the HOMO-LUMO gap is 8.73 eV. As for the total charge: 0. Its LUMO energy is -0.02 eV.

Atoms and positions in Å:
C -0.793 0.075 -0.036
C -2.210 0.151 -0.039
C 1.367 0.393 -0.233
N -1.497 -1.023 0.164
O -3.271 0.658 0.025
O 1.924 -0.849 -0.192
H 1.517 0.834 0.805
H 1.494 0.920 -1.177
H 1.469 -1.159 0.683



No. 3
The ion C5H11NO with charge +1 at a distorted geometry. Source: the Open Molecules 2025 dataset; level of theory: wB97M-V/def2-TZVPD.

The multiplicity is 2. The largest force on an atom is 0.13456 hartree/bohr. As for the total energy: -326.5821 Eh. For the molecular weight, the calculation gives 101.1 g/mol. The value obtained for the relative energy (zero: lowest compared OMol25 entry of this formula, charge and spin) is 151.9 kcal per mole. The value obtained for the HOMO-LUMO gap (alpha / beta) is 6.14 / 6.10 eV. As for the total charge: +1. Its LUMO energy (alpha / beta) is -8.20 / -8.19 eV.

Atoms and positions in Å:
C 0.714 -0.354 0.417
C -0.646 0.330 0.486
C -1.310 -0.749 -0.294
C -1.318 0.620 1.980
C 1.348 -0.512 -1.006
N 1.846 0.755 -1.638
O 0.601 -1.114 -1.970
H 2.270 -1.072 -0.914
H 1.535 -0.103 1.159
H -0.795 1.213 -0.173
H -0.794 -1.061 -1.281
H -1.419 -1.600 0.413
H -2.353 -0.376 -0.422
H -2.125 1.338 1.899
H -0.486 1.111 2.490
H -1.643 -0.222 2.579
H 1.991 0.537 -2.599
H 2.584 1.258 -1.127



No. 4
A structure of composition C32H30AsPS5SbTc. Source: the Open Molecules 2025 dataset; level of theory: wB97M-V/def2-TZVPD.

The multiplicity is 1. The largest force on an atom is 0.01365 hartree/bohr. As for the total energy: -6126.5452 Eh. For the molecular weight, the calculation gives 900.6 g/mol. The value obtained for the relative energy (zero: lowest compared OMol25 entry of this formula, charge and spin) is 5.9 kcal per mole. The value obtained for the HOMO-LUMO gap is 6.49 eV. As for the total charge: 0. Its LUMO energy is -0.41 eV.

Atoms and positions in Å:
Tc 0.956 1.246 -0.210
C -4.903 2.482 1.446
C -3.667 3.095 1.572
C -2.519 2.450 1.121
C -2.601 1.182 0.554
C -3.856 0.586 0.402
C -4.999 1.229 0.850
P -1.102 0.293 0.025
C -1.657 -0.477 -1.532
C -1.486 -1.832 -1.776
C -1.880 -2.378 -2.996
C -2.440 -1.571 -3.972
C -2.620 -0.213 -3.730
C -2.227 0.332 -2.520
C -0.852 -1.092 1.177
C -1.838 -1.855 1.740
C -1.497 -2.937 2.586
C -0.185 -3.221 2.842
C 0.858 -2.433 2.290
C 2.227 -2.679 2.580
C 3.179 -1.843 2.076
C 2.823 -0.737 1.257
C 1.520 -0.458 0.924
C 0.521 -1.344 1.452
H -5.797 2.984 1.796
H -3.590 4.081 2.013
H -1.561 2.946 1.191
H -3.945 -0.375 -0.092
H -5.966 0.758 0.725
H -1.059 -2.467 -1.008
H -1.750 -3.439 -3.177
H -2.729 -1.991 -4.927
H -3.057 0.419 -4.492
H -2.376 1.393 -2.335
H -2.883 -1.643 1.549
H -2.281 -3.537 3.030
H 0.075 -4.047 3.496
H 2.494 -3.515 3.217
H 4.224 -2.019 2.308
H 3.617 -0.087 0.903
S 0.994 0.523 -5.464
Sb 0.074 2.365 -4.594
S 0.385 2.939 -1.921
S 2.178 3.903 -2.392
S 2.002 3.925 -4.482
C 4.328 -1.107 -3.943
As 3.028 -1.535 -2.619
C 3.923 -2.484 -1.227
C 1.861 -2.815 -3.422
S 2.022 0.286 -2.204
H 4.890 -2.001 -4.213
H 4.983 -0.341 -3.539
H 3.787 -0.711 -4.802
H 4.379 -3.376 -1.660
H 3.201 -2.754 -0.460
H 4.683 -1.841 -0.794
H 2.460 -3.629 -3.829
H 1.304 -2.307 -4.207
H 1.178 -3.187 -2.663
C 0.755 2.065 1.270
C 0.535 2.591 2.606
C 0.467 3.968 2.811
C 0.194 4.458 4.079
C -0.013 3.578 5.135
C 0.060 2.205 4.929
C 0.338 1.706 3.666
H 0.624 4.640 1.975
H 0.137 5.527 4.241
H -0.229 3.963 6.124
H -0.096 1.521 5.754
H 0.397 0.638 3.488